(1)
ORCA calculation (ωB97M-V/def2-TZVPD) on a structure of composition C7H11BrNO8P2Ti.

Properties
<S²> ... 0.752
Total charge ... +2
Multiplicity ... 2
E_LUMO (alpha / beta) ... -7.62 / -7.19 eV
ΔE to the lowest compared entry with this formula, charge and spin ... 0.0 kcal per mole

Last column: Löwdin charge in e.
Cartesian coordinates (Å):
Ti  -0.3749  -0.4399  0.2776  1.05
C  2.0229  -1.0430  -3.1262  -0.03
C  0.9748  -0.9843  -2.0334  -0.52
O  1.0772  0.2381  -1.2198  -0.14
P  -0.7303  -0.7159  -2.6340  0.53
O  -1.2983  -1.9367  -3.4119  -0.02
O  -0.6954  0.4448  -3.6539  -0.01
O  -1.4883  -0.3487  -1.3611  -0.31
P  1.1885  -2.4444  -0.8240  0.43
O  -0.2752  -3.1239  -0.9644  -0.15
O  2.3446  -3.2703  -1.0916  -0.17
O  1.0430  -1.6744  0.5449  -0.35
H  1.9887  -0.1500  -3.7497  0.10
H  1.8540  -1.9224  -3.7495  0.12
H  3.0148  -1.1607  -2.6873  0.11
H  2.0111  0.4590  -1.0697  0.16
H  -1.5753  -2.7147  -2.9047  0.12
H  -1.1233  0.3464  -4.5192  0.15
H  -0.2967  -4.0824  -0.8101  0.13
O  -1.1883  3.1405  5.2048  0.18
C  -0.9492  2.5306  4.0723  -0.26
C  -0.2214  3.0859  3.0046  0.06
C  -0.0367  2.3537  1.8635  -0.06
N  -0.5352  1.1066  1.7138  -0.11
C  -1.2303  0.5993  2.7464  -0.63
Br  -1.8810  -1.1684  2.3730  1.00
C  -1.4722  1.2293  3.9250  0.03
H  -0.8159  4.0333  5.2600  0.16
H  0.1923  4.0829  3.0756  0.14
H  0.5161  2.7542  1.0241  0.14
H  -2.0400  0.7753  4.7249  0.15

(2)
ORCA calculation (ωB97M-V/def2-TZVPD) on a structure of composition C28H28B2F4N12O4Pb.

Properties
<S²> ... 0.755
Total charge ... -1
Multiplicity ... 2
E_LUMO (alpha / beta) ... 1.80 / 0.83 eV
ΔE to the lowest compared entry with this formula, charge and spin ... 30.8 kcal per mole

Last column: Löwdin charge in e.
Cartesian coordinates (Å):
Pb  -0.4861  0.0516  0.8511  1.48
C  -5.1347  0.9752  2.0692  -0.05
O  -5.4759  1.5312  0.7934  -0.07
C  -4.9321  1.0655  -0.3544  -0.23
C  -5.5378  1.4800  -1.5134  -0.02
C  -5.1094  1.0550  -2.7897  -0.12
C  -4.0664  0.1835  -2.8832  -0.09
C  -3.3648  -0.2207  -1.7197  -0.17
C  -2.3694  -1.2348  -1.8545  -0.10
N  -1.5142  -1.5640  -0.9453  -0.08
N  -0.7941  -2.7052  -1.2326  0.12
C  -0.6475  -3.5516  -0.3096  -0.30
O  -1.2680  -3.5408  0.9390  0.04
C  0.1557  -4.7751  -0.5127  -0.16
C  0.6889  -5.0426  -1.7715  -0.02
C  1.4499  -6.1795  -1.9775  -0.08
C  1.6887  -7.0638  -0.9320  -0.09
C  1.1602  -6.8008  0.3229  -0.08
C  0.3945  -5.6625  0.5339  -0.03
C  -3.7213  0.2706  -0.4122  -0.33
O  -3.0302  0.0193  0.6248  -0.20
H  -5.8338  1.4324  2.7657  0.10
H  -5.2680  -0.1080  2.0680  0.09
H  -4.1211  1.2155  2.3650  0.06
H  -6.3823  2.1532  -1.4148  0.12
H  -5.6254  1.4028  -3.6757  0.09
H  -3.7469  -0.1976  -3.8481  0.10
H  -2.3843  -1.8268  -2.7745  0.13
H  0.5004  -4.3451  -2.5764  0.11
H  1.8609  -6.3811  -2.9589  0.10
H  2.2877  -7.9507  -1.0960  0.10
H  1.3424  -7.4844  1.1426  0.10
H  -0.0209  -5.4634  1.5118  0.12
C  3.7199  -2.3430  0.7722  -0.05
C  2.3310  -2.2669  0.9401  -0.15
N  1.8880  -1.0504  0.6584  -0.04
N  2.9631  -0.3170  0.3035  0.01
C  4.0799  -1.0754  0.3713  -0.07
B  2.8981  1.2203  0.0176  -0.64
N  2.4805  1.9820  1.2942  0.01
C  2.9870  3.0822  1.8964  -0.07
C  2.1384  3.4414  2.9192  -0.05
C  1.1056  2.4951  2.8760  -0.14
N  1.3177  1.6246  1.8973  -0.06
N  1.8511  1.5143  -1.1110  0.02
C  1.9723  2.3920  -2.1281  -0.08
C  0.8277  2.3441  -2.8914  -0.05
C  0.0243  1.3973  -2.2520  -0.15
N  0.6427  0.9022  -1.1869  -0.04
N  4.2802  1.6112  -0.5241  -0.03
C  4.7615  1.1925  -1.7234  -0.12
C  6.0688  1.5938  -1.8186  -0.07
C  6.3091  2.2600  -0.5997  -0.16
N  5.2383  2.2611  0.1739  0.07
H  4.3637  -3.1934  0.9253  0.09
H  1.6478  -3.0396  1.2635  0.10
H  5.0514  -0.6686  0.1410  0.12
H  3.9189  3.5048  1.5650  0.09
H  2.2353  4.2742  3.5950  0.09
H  0.2126  2.4249  3.4843  0.10
H  2.8582  2.9949  -2.2366  0.12
H  0.5960  2.9206  -3.7704  0.09
H  -0.9719  1.0658  -2.5057  0.10
H  4.1442  0.6322  -2.4078  0.13
H  6.7478  1.4316  -2.6386  0.09
H  7.2148  2.7373  -0.2578  0.09
O  -2.2364  -2.4489  2.6266  0.15
C  -1.5638  -2.4294  1.6699  -0.36
F  -3.5391  3.5385  4.8792  0.11
B  -2.7251  3.4756  3.7506  -1.23
F  -2.1922  2.1485  3.6083  0.04
F  -3.4766  3.7736  2.5813  0.08
F  -1.6414  4.3743  3.8494  0.08
N  -2.0150  3.1031  -0.4748  0.00
N  -1.3572  2.5205  0.6586  -0.10
H  -2.6270  3.8387  -0.1299  0.08
H  -2.6268  2.3957  -0.8657  0.04
H  -1.9917  2.4771  1.4514  0.04
H  -0.6063  3.1491  0.9183  0.08

(3)
ORCA calculation (ωB97M-V/def2-TZVPD) on a structure of composition C30H33EuN2O11.

Properties
<S²> ... 12.167
Total charge ... -2
Multiplicity ... 7
E_LUMO (alpha / beta) ... 3.16 / 3.16 eV

Last column: Löwdin charge in e.
Cartesian coordinates (Å):
C  0.4791  -0.3604  -4.9333  -0.25
C  0.3172  -1.0161  -3.5525  -0.09
C  0.0520  1.1170  -4.8184  -0.04
C  -0.6867  1.2928  -3.4402  -0.19
H  -0.6111  1.3350  -5.6686  0.12
H  0.9411  1.7577  -4.9174  0.13
C  -0.8332  -0.2748  -2.8999  -0.16
H  1.2627  -0.9204  -2.9860  0.13
H  0.0902  -2.0882  -3.6833  0.13
C  -1.2478  -0.9696  -1.5402  -0.28
H  -1.7128  -0.5600  -3.5172  0.13
H  -1.7202  1.5879  -3.6861  0.13
C  -0.0833  2.4153  -2.7031  -0.29
C  1.8915  -0.5446  -5.4528  -0.42
C  -0.3115  -1.0485  -6.0539  -0.44
O  -0.8974  -0.4491  -6.9424  0.09
O  2.8908  -0.5645  -4.7484  0.11
O  1.9400  -0.6758  -6.7880  -0.03
O  -0.3223  -2.3892  -6.0104  -0.02
C  -0.9320  -2.9337  -7.1901  -0.04
H  -0.8279  -4.0126  -7.1059  0.09
H  -0.4124  -2.5486  -8.0728  0.10
H  -1.9825  -2.6326  -7.2329  0.10
C  3.2631  -0.8790  -7.2837  -0.04
H  3.9200  -0.0724  -6.9278  0.10
H  3.1616  -0.8699  -8.3704  0.09
H  3.6487  -1.8475  -6.9289  0.10
O  -0.6197  -0.7849  -0.3024  -0.48
H  -1.1372  -2.0565  -1.7410  0.11
H  -2.3359  -0.8113  -1.4020  0.09
C  -0.9604  3.2605  -1.8572  -0.07
C  1.3655  2.3008  -2.3724  -0.06
H  1.9652  3.0543  -2.9066  0.08
H  1.8009  1.3225  -2.6522  0.07
H  1.5390  2.4770  -1.2928  0.08
H  -0.4733  3.5112  -0.9004  0.08
H  -1.9217  2.7658  -1.6340  0.08
H  -1.2177  4.2179  -2.3297  0.07
Eu  -0.2125  0.1528  1.5096  1.97
C  -2.6134  -0.5900  3.2891  -0.22
C  -3.3418  -0.5062  2.0702  -0.21
C  -2.9405  -1.5928  1.2409  -0.23
H  -4.1353  0.2155  1.8391  0.07
C  -1.9285  -2.3265  1.9317  -0.22
C  -1.7478  -1.7209  3.2125  -0.23
H  -1.1098  -2.1027  4.0073  0.06
H  -2.7398  0.0538  4.1632  0.09
H  -3.3840  -1.8711  0.2886  0.06
H  -1.4084  -3.2131  1.5646  0.08
C  2.6024  0.6413  1.7979  -0.21
C  2.2681  -0.1332  2.9524  -0.21
C  1.8368  -1.4249  2.5179  -0.21
H  2.3943  0.1728  3.9865  0.09
C  1.9275  -1.4597  1.0904  -0.25
C  2.3955  -0.1811  0.6404  -0.25
H  2.6180  0.0883  -0.3913  0.07
H  3.0250  1.6465  1.8101  0.08
H  1.5363  -2.2414  3.1674  0.09
H  1.6948  -2.3163  0.4553  0.09
O  0.4027  3.6127  4.2806  0.00
C  -0.1277  2.5048  4.1362  -0.61
O  -0.5785  1.9522  3.0502  -0.24
C  -0.2638  1.7022  5.4218  -0.13
C  -0.0877  0.3153  5.4655  0.02
C  -0.1630  -0.4064  6.6783  -0.14
C  -0.4497  0.2341  7.8834  0.06
C  -0.6218  1.6229  7.8523  -0.16
C  -0.5033  2.3503  6.6447  0.02
N  -0.9356  2.3219  9.0727  -0.34
O  -1.0354  1.6638  10.1301  0.01
O  -1.1015  3.5586  9.0306  0.01
N  0.0713  -1.8300  6.6709  -0.43
O  0.3642  -2.3928  5.5843  -0.11
O  -0.0208  -2.4635  7.7380  -0.10
H  0.1495  -0.2505  4.5668  0.06
H  -0.5421  -0.3257  8.8111  0.11
H  -0.5754  3.4333  6.6840  0.11

(4)
ORCA calculation (ωB97M-V/def2-TZVPD) on a cluster of 2 separate species, H5N4OP in total.

Properties
E_LUMO ... -0.53 eV
ΔE to the lowest compared entry with this formula, charge and spin ... 43.4 kcal per mole

Last column: Löwdin charge in e.
Cartesian coordinates (Å):
N  0.0281  0.1497  1.3595  -0.04
N  -1.1911  0.2673  1.1828  -0.25
N  -3.3928  1.5435  0.2056  -0.21
N  0.8164  -0.8795  -0.3090  0.07
O  -1.2300  0.7520  -1.3382  -0.37
P  -1.8477  1.1555  -0.0526  0.57
H  0.0835  -0.7270  2.0783  0.14
H  -3.7128  1.8117  -0.7784  0.00
H  0.1527  -1.6841  -0.5144  0.10
H  0.6293  -0.2334  -1.0464  0.02
H  1.6928  -1.1595  -0.3865  -0.02